No. 1
# C39H51AsN9O9P2V

C39H51AsN9O9P2V as an isolated structure in a non-equilibrium geometry (ωB97M-V/def2-TZVPD, the Open Molecules 2025 dataset).

Positions of all 112 atoms, in Å:
V  -0.68850  0.68922  0.92223
N  3.99819  1.74826  3.27984
C  3.61337  2.38508  1.99189
C  4.18762  3.80340  1.89096
P  4.38641  1.29144  0.66992
O  4.35730  2.25567  -0.63161
O  5.77198  1.09813  1.17559
O  3.49683  0.11627  0.40299
P  1.77302  2.42952  1.89971
O  1.38355  3.94153  2.22247
O  1.41018  1.61881  3.21444
O  1.09197  1.95184  0.66042
H  4.80973  1.16225  3.08913
H  2.29498  1.36492  3.59508
H  4.31102  2.46914  3.92193
H  5.27531  3.73858  1.83272
H  3.90350  4.39396  2.76552
H  3.82394  4.31870  1.00404
H  3.64464  1.94343  -1.20444
H  0.40209  3.91107  2.29962
C  5.26819  -0.29814  -5.52074
C  4.21919  -0.49885  -4.45859
C  4.08302  -1.70651  -3.79417
C  3.09785  -1.90272  -2.83161
C  3.07144  -3.22566  -2.10141
C  2.18488  -0.87649  -2.54023
As  0.88410  -1.34514  -1.12107
N  -0.31887  -0.01429  -0.88006
C  -1.18381  0.65326  -1.73042
C  -1.59909  1.94219  -1.33367
C  -2.54567  2.64525  -2.05709
C  -3.08180  2.11678  -3.22637
C  -2.65206  0.86415  -3.64984
C  -1.72320  0.13992  -2.91826
C  -0.21911  -2.77204  -2.04934
C  -0.94127  -3.57131  -1.14234
C  -0.84621  -3.38778  0.35665
C  -1.78588  -4.57765  -1.60453
C  -1.94030  -4.83850  -2.95592
C  -2.84566  -5.93875  -3.44529
C  -1.21619  -4.06039  -3.84443
C  -0.36424  -3.04050  -3.42341
C  0.34836  -2.28408  -4.52126
C  2.38010  0.38205  -3.12687
C  1.58572  1.60720  -2.74273
C  3.37599  0.53837  -4.08678
H  5.86678  -1.19951  -5.65557
H  5.94161  0.51976  -5.25639
H  4.80959  -0.04996  -6.48049
H  4.76904  -2.51853  -4.01719
H  3.86395  -3.87881  -2.46660
H  2.11688  -3.74243  -2.21865
H  3.22428  -3.05939  -1.03172
H  -1.14922  2.40757  -0.45417
H  -2.85488  3.62389  -1.70837
H  -3.81559  2.67182  -3.79789
H  -3.05688  0.43562  -4.56036
H  -1.43500  -0.84740  -3.24197
H  0.19249  -3.41670  0.69259
H  -1.40332  -4.17510  0.86705
H  -1.26012  -2.42499  0.66037
H  -2.33981  -5.17103  -0.88282
H  -3.53712  -6.25333  -2.66291
H  -2.26757  -6.81400  -3.75205
H  -3.42972  -5.61324  -4.30782
H  -1.32308  -4.23909  -4.91109
H  -0.21209  -2.37146  -5.45365
H  1.34754  -2.69060  -4.69211
H  0.47347  -1.23058  -4.28923
H  1.38949  1.63663  -1.67013
H  0.61847  1.63874  -3.24764
H  2.13240  2.50852  -3.03087
H  3.50455  1.51449  -4.54661
C  1.84989  -2.97549  4.36565
N  0.88281  -1.98963  3.94864
C  -0.48750  -1.97095  4.39006
C  -1.09708  -0.95656  3.42795
O  -2.19486  -0.47978  3.58185
N  -0.17924  -0.67825  2.42146
C  0.96277  -1.29242  2.78108
N  2.09358  -1.26916  2.10962
H  1.54804  -3.36761  5.33416
H  2.83802  -2.52692  4.48568
H  1.92671  -3.80886  3.65833
H  -0.59313  -1.64381  5.42412
H  -0.98906  -2.93616  4.26193
H  2.28480  -0.67015  1.29183
H  2.91161  -1.68368  2.51903
O  -3.20942  2.81905  1.52519
C  -2.33199  2.91566  2.39205
O  -1.08368  2.66595  2.23568
C  -2.74119  3.39226  3.77067
C  -4.05877  3.24015  4.18472
C  -4.45052  3.66073  5.44726
C  -3.52806  4.25385  6.29966
C  -2.21102  4.41107  5.88904
C  -1.81723  3.97047  4.63282
H  -4.76387  2.78193  3.50379
H  -5.47590  3.52568  5.76957
H  -3.83300  4.58588  7.28488
H  -1.48815  4.86890  6.55318
H  -0.78696  4.06811  4.31668
N  -6.70966  0.33833  -0.75781
C  -5.51952  0.54498  -0.10700
N  -5.28614  1.79360  0.35410
N  -4.72223  -0.46763  0.03834
C  -3.49600  -0.24571  0.44778
N  -2.40160  -0.11300  0.79991
H  -7.49136  0.87906  -0.42552
H  -6.90853  -0.63731  -0.91000
H  -5.72426  2.55476  -0.13644
H  -4.36702  2.00017  0.75367

The calculation puts the max |F| at 2.33 eV/Å. As for the multiplicity: 2. The net charge is -1. The value obtained for the frontier orbital gap (alpha / beta) is 5.64 / 4.92 eV. The calculation puts the HOMO energy (alpha / beta) at -3.306 / -2.593 eV. For the relative energy (zero: lowest compared OMol25 entry of this formula, charge and spin), the calculation gives 0.0 kcal/mol.


No. 2
# C39H52AuN5O4S

C39H52AuN5O4S as an isolated structure in a non-equilibrium geometry (ωB97M-V/def2-TZVPD, the Open Molecules 2025 dataset).

Positions of all 102 atoms, in Å:
Au  0.23846  0.40328  0.07201
C  -3.32790  1.54703  0.13896
C  -2.83873  2.80804  -0.57087
C  -1.96727  3.63909  0.31810
C  -2.34822  2.49672  -1.98751
C  -3.31400  2.30066  -2.97363
C  -3.00165  1.88086  -4.27975
C  -1.68019  1.82402  -4.63539
C  -0.67942  2.05575  -3.70703
C  0.74517  1.71757  -4.16048
C  1.34614  0.58021  -3.34956
C  1.70195  2.91474  -4.28059
C  -1.01864  2.36516  -2.37204
N  -0.02300  2.42446  -1.34433
C  0.64608  3.48838  -1.23811
C  1.61141  3.78282  -0.18838
C  2.16029  5.10750  -0.31637
C  3.08007  5.61941  0.54551
C  3.46340  4.79318  1.62518
C  2.95245  3.51663  1.77470
C  1.99187  2.93075  0.88107
N  1.50506  1.66638  1.08137
C  2.03895  0.99009  2.25487
C  1.30653  1.14072  3.44064
C  1.67118  0.35668  4.50898
C  2.65868  -0.59838  4.41486
C  3.29982  -0.80402  3.20728
C  2.98961  -0.02562  2.08899
C  3.72816  -0.19238  0.78316
C  3.66355  -1.61566  0.25180
C  5.15837  0.30837  0.97922
C  0.12612  2.02861  3.57075
C  0.06799  2.81587  4.89368
C  -1.11570  1.15713  3.41613
H  -3.85645  1.70189  1.04119
H  -2.46580  0.94824  0.48283
H  -3.92922  0.92671  -0.53696
H  -3.78994  3.42019  -0.69537
H  -1.10661  3.10289  0.73362
H  -2.53997  4.05543  1.14394
H  -1.57254  4.45822  -0.27863
H  -4.35305  2.36697  -2.74565
H  -3.73839  1.73336  -5.05558
H  -1.38257  1.60825  -5.64677
H  0.62489  1.35659  -5.20891
H  1.81219  0.94553  -2.44888
H  2.13438  0.11387  -3.95187
H  0.61347  -0.23959  -3.10993
H  2.00013  3.33572  -3.32951
H  1.23739  3.64373  -4.95815
H  2.64019  2.61104  -4.74958
H  0.53265  4.32462  -1.94431
H  1.87155  5.69853  -1.18665
H  3.50581  6.60041  0.41136
H  4.18541  5.12721  2.38389
H  3.31846  2.99588  2.62810
H  1.18631  0.43942  5.45479
H  2.89303  -1.25000  5.24769
H  4.12028  -1.51286  3.08754
H  3.26681  0.43901  0.02173
H  4.34363  -2.23666  0.91046
H  4.00977  -1.68114  -0.79210
H  2.68170  -2.05357  0.41454
H  5.65886  -0.28773  1.72316
H  5.15109  1.35377  1.27954
H  5.75634  0.20440  0.04124
H  0.10067  2.76228  2.76314
H  -0.08651  2.20371  5.79025
H  -0.59935  3.66336  4.82969
H  1.08004  3.25059  5.08461
H  -1.24620  0.46217  4.22153
H  -0.99142  0.57498  2.51380
H  -1.98668  1.79485  3.23628
C  -0.37531  -8.02451  -0.76945
C  -1.90335  -8.11702  -0.61756
S  -2.57618  -6.80593  0.38394
O  -1.72992  -6.58442  1.53037
O  -3.98204  -7.02157  0.49540
C  -2.29866  -5.37508  -0.70537
C  -2.95435  -4.15065  -0.04071
N  -2.45982  -2.84627  -0.47559
C  -1.42092  -2.21798  0.09392
N  -1.11680  -1.08739  -0.56263
C  -1.99548  -1.03496  -1.62227
C  -2.84187  -2.09261  -1.55474
N  -3.87690  -2.43908  -2.48191
O  -4.18768  -1.55789  -3.24130
O  -4.35070  -3.57501  -2.46372
C  -0.72439  -2.64604  1.37006
H  -0.03082  -8.89861  -1.32375
H  0.07987  -8.09848  0.22221
H  -0.07456  -7.09077  -1.29381
H  -2.18164  -9.05079  -0.10944
H  -2.45494  -8.07310  -1.53085
H  -2.72590  -5.60962  -1.70205
H  -1.24792  -5.17497  -0.82051
H  -2.73729  -4.20788  1.04156
H  -4.03899  -4.10470  -0.21307
H  -1.94002  -0.32039  -2.45319
H  -0.54846  -3.71771  1.35998
H  -1.37555  -2.44688  2.23470
H  0.15366  -2.01602  1.60046

The calculation puts the max |F| at 2.05 eV/Å. As for the multiplicity: 1. The value obtained for the frontier orbital gap is 6.08 eV. The calculation puts the HOMO energy at -6.982 eV.


No. 3
# C39H52BCdN8P

C39H52BCdN8P as an isolated structure in a non-equilibrium geometry (ωB97M-V/def2-TZVPD, the Open Molecules 2025 dataset).

Positions of all 102 atoms, in Å:
Cd  -1.04422  0.00347  0.14417
C  -0.90952  1.59577  -3.17823
C  -2.37122  1.90087  -3.46653
C  -2.53922  3.38387  -3.82513
C  -3.24962  1.57127  -2.29733
C  -4.64722  1.49427  -2.34833
C  -5.03162  1.28367  -1.04563
N  -3.92772  1.22567  -0.28463
N  -2.83442  1.39047  -1.04403
B  -3.95122  0.97147  1.23497
N  -3.83602  -0.54153  1.49677
C  -4.88432  -1.36023  1.68177
C  -4.40372  -2.62543  1.92537
C  -3.00732  -2.49343  1.87357
N  -2.68832  -1.22893  1.60407
C  -2.04972  -3.60023  2.21617
C  -0.66902  -3.44703  1.58467
C  -1.90442  -3.68863  3.73977
N  -2.85252  1.76787  1.95197
C  -3.11042  2.68707  2.89267
C  -1.91772  3.20927  3.33977
C  -0.94312  2.53627  2.59497
N  -1.52992  1.67437  1.76587
C  0.54058  2.72997  2.66737
C  0.89708  4.12807  2.15617
C  1.04288  2.54667  4.10517
H  -0.27392  1.90847  -4.00343
H  -0.76572  0.53287  -3.02183
H  -0.61862  2.12767  -2.27663
H  -2.71152  1.30747  -4.32383
H  -2.17812  4.01247  -3.01313
H  -3.58392  3.62967  -4.00183
H  -1.97222  3.61897  -4.72493
H  -5.26222  1.58047  -3.21993
H  -6.00842  1.18077  -0.61733
H  -5.00052  1.34367  1.65577
H  -5.89112  -0.99093  1.64447
H  -4.96002  -3.52503  2.10307
H  -2.50782  -4.53703  1.87157
H  -0.35032  -2.40913  1.64967
H  -0.68132  -3.76643  0.54637
H  0.04948  -4.06703  2.11627
H  -1.40862  -2.79903  4.11517
H  -1.30332  -4.55903  3.99787
H  -2.87572  -3.77913  4.21697
H  -4.11192  2.92367  3.18837
H  -1.77442  3.96837  4.08337
H  1.01458  1.99267  2.00547
H  0.39948  4.88797  2.75367
H  0.57598  4.23617  1.12347
H  1.97108  4.29337  2.20747
H  0.54288  3.25057  4.76767
H  2.11628  2.72707  4.16097
H  0.84038  1.54367  4.47867
C  2.24698  2.98407  -2.16603
C  3.25608  1.92357  -2.48293
C  4.39258  2.29537  -3.19743
C  5.41908  1.40347  -3.43743
C  5.36008  0.13257  -2.88723
C  4.23358  -0.25293  -2.19043
C  3.13818  0.60217  -2.04943
P  1.58398  -0.05003  -1.27893
C  2.51178  -0.76903  0.14007
C  3.02118  0.26117  0.93037
C  3.80388  0.00977  2.03597
C  4.10768  -1.30263  2.35877
C  3.60588  -2.33013  1.58117
C  2.79448  -2.09253  0.47467
C  2.31028  -3.25443  -0.33723
C  1.10638  -1.39163  -2.44403
C  1.94628  -1.84283  -3.46413
C  1.52758  -2.78313  -4.38473
C  0.23078  -3.26703  -4.33593
C  -0.61642  -2.80363  -3.35343
C  -0.21202  -1.87973  -2.38563
C  -1.23772  -1.53673  -1.35743
H  2.73338  3.80297  -1.63173
H  1.44738  2.58037  -1.54963
H  1.81638  3.39297  -3.07793
H  4.46988  3.31347  -3.55583
H  6.28038  1.70557  -4.01463
H  6.18488  -0.55603  -3.00333
H  4.19958  -1.23293  -1.73703
H  2.81468  1.28707  0.64797
H  4.17728  0.83237  2.62747
H  4.74448  -1.51253  3.20457
H  3.86278  -3.35093  1.82527
H  2.43328  -4.18083  0.21647
H  2.86468  -3.33283  -1.27263
H  1.26388  -3.13283  -0.59213
H  2.94888  -1.45243  -3.55803
H  2.21248  -3.13423  -5.14263
H  -0.11462  -4.00253  -5.05013
H  -1.63062  -3.17703  -3.30763
H  -1.43782  -2.43813  -0.77853
H  -2.17272  -1.31063  -1.88273
N  0.82288  -1.58923  3.92897
N  0.48648  -0.68363  2.87417
H  1.32508  -1.12583  4.68917
H  1.42678  -2.30733  3.54207
H  1.22528  -0.00073  2.71217
H  -0.36402  -0.19803  3.14877

The calculation puts the max |F| at 1.12 eV/Å. As for the multiplicity: 1. The value obtained for the frontier orbital gap is 8.34 eV. The calculation puts the HOMO energy at -7.725 eV. For the relative energy (zero: lowest compared OMol25 entry of this formula, charge and spin), the calculation gives 9.5 kcal/mol.


No. 4
# C39H52BrN3O5PtSi4

C39H52BrN3O5PtSi4 as an isolated structure (ωB97M-V/def2-TZVPD, the Open Molecules 2025 dataset).

Positions of all 105 atoms, in Å:
Pt  0.43329  -0.18372  0.69637
C  -1.70259  -0.04897  -1.82613
O  -1.47339  0.84236  -0.73944
C  -1.21011  2.14869  -1.05820
C  -1.14649  2.64560  -2.34409
C  -0.82036  3.98487  -2.53241
Br  -0.71028  4.64398  -4.30337
C  -0.54611  4.81477  -1.47159
C  -0.59915  4.30446  -0.17302
C  -0.95799  2.97956  0.03819
O  -1.07326  2.39403  1.26043
C  -0.21048  5.16009  0.96016
N  -0.58409  6.39050  1.15359
C  0.07018  6.77932  2.31585
C  0.04285  8.00009  2.98746
C  0.81370  8.12615  4.12609
C  1.60027  7.06427  4.59978
C  1.63186  5.84411  3.95211
C  0.85052  5.72515  2.80823
N  0.63523  4.67450  1.93528
H  -0.83027  -0.09459  -2.48109
H  -2.58029  0.26035  -2.39649
H  -1.87659  -1.02543  -1.38291
H  -1.33425  2.01518  -3.19947
H  -0.26474  5.84741  -1.61980
H  -0.76392  3.00654  1.94289
H  -0.56295  8.81580  2.61637
H  0.81630  9.06271  4.66817
H  2.19276  7.20501  5.49434
H  2.23333  5.02255  4.31904
H  1.24199  3.86677  1.78245
C  4.73314  1.14554  2.14190
Si  3.52832  -0.06463  2.91729
C  4.57343  -1.20622  3.99254
C  2.28654  0.83339  4.00539
Si  2.34687  -1.40832  1.36839
Si  1.86499  -3.47840  2.39240
C  1.13599  -3.26206  4.11456
C  0.70600  -4.48347  1.30220
C  3.44522  -4.47244  2.61731
Si  3.43670  -1.74249  -0.70572
C  4.54250  -3.26326  -0.62461
C  2.14403  -2.05657  -2.03622
C  4.54116  -0.30378  -1.18496
H  5.19239  1.73537  2.94101
H  4.25277  1.83414  1.44942
H  5.53401  0.62150  1.61732
H  5.14842  -0.60834  4.70528
H  5.28727  -1.77290  3.39010
H  3.97276  -1.91640  4.56248
H  2.78587  1.61304  4.58778
H  1.80517  0.14654  4.70587
H  1.51534  1.30569  3.39635
H  0.27569  -2.59683  4.15892
H  1.89447  -2.87390  4.79768
H  0.82057  -4.23757  4.49543
H  -0.18549  -3.92984  1.00511
H  0.37990  -5.38881  1.82041
H  1.22507  -4.78941  0.39025
H  4.19418  -3.92308  3.18881
H  3.89137  -4.76860  1.66846
H  3.20783  -5.38351  3.17432
H  3.96270  -4.18425  -0.53680
H  5.23920  -3.21931  0.21483
H  5.13227  -3.32710  -1.54346
H  1.60443  -2.98589  -1.83712
H  2.61913  -2.13670  -3.01857
H  1.40966  -1.25034  -2.07415
H  5.45317  -0.31238  -0.58427
H  4.07037  0.67292  -1.06982
H  4.83191  -0.41560  -2.23372
O  -1.33561  -1.74290  2.48557
C  -0.61771  -1.16746  1.81896
C  1.92519  -1.49747  -7.17232
C  2.71915  -0.63502  -6.22824
C  4.09500  -0.52766  -6.37998
C  4.83992  0.26866  -5.52243
C  4.21694  0.94357  -4.49081
C  2.83690  0.84300  -4.32081
N  2.19544  1.46853  -3.22266
C  2.59322  2.67840  -2.68399
C  3.05457  3.68699  -3.54538
C  3.43688  4.91952  -3.06758
C  3.38088  5.20166  -1.70407
C  2.91475  4.22851  -0.85037
C  2.50376  2.96937  -1.30563
C  1.96452  2.04475  -0.27029
O  1.93290  2.36705  0.91929
O  1.50119  0.89368  -0.67935
C  2.07446  0.07245  -5.20496
C  0.57840  0.01154  -5.07182
H  2.58598  -2.03519  -7.85039
H  1.23868  -0.90112  -7.77775
H  1.32191  -2.23078  -6.63297
H  4.58549  -1.07160  -7.17812
H  5.91259  0.34673  -5.64576
H  4.79668  1.53640  -3.79552
H  1.75802  0.84949  -2.55518
H  3.08370  3.48482  -4.60751
H  3.77382  5.67534  -3.76597
H  3.68668  6.16618  -1.32292
H  2.86026  4.42251  0.21175
H  0.21720  0.86510  -4.50067
H  0.25344  -0.90474  -4.56917
H  0.09639  0.02928  -6.04941

The calculation puts the max |F| at 0.13 eV/Å. As for the multiplicity: 1. The value obtained for the frontier orbital gap is 7.44 eV. The calculation puts the HOMO energy at -7.795 eV. For the relative energy (zero: lowest compared OMol25 entry of this formula, charge and spin), the calculation gives 0.6 kcal/mol.